(1)
Formula: C3H4O5Ru
Source: the Open Molecules 2025 dataset
Level of theory: the ωB97M-V functional and the def2-TZVPD basis

## Properties
* ⟨S²⟩: 12.02
* LUMO (spin up / spin down): -8.9 / -14.8 eV
* electronic energy: -586.81090 Eh
* F_max: 5.1 eV Å⁻¹

Geometry as ORCA input:
```
! wB97M-V def2-TZVPD RIJCOSX def2/J DEFGRID3
* xyz 2 7
C -2.89449 0.79828 -0.00068
C -2.46512 -0.53268 0.20502
O -1.31884 -1.01881 0.61368
C -0.08747 -1.08432 -0.07815
O 0.28685 -2.14130 -0.56502
O 0.50720 0.00112 0.00432
O -2.21814 1.86704 0.13888
H -3.92270 0.91308 -0.35188
H -3.18664 -1.31800 -0.02429
H -1.21681 1.65730 0.03148
O 4.01570 0.99766 0.02397
H 4.66529 0.84625 0.70896
Ru 2.26471 0.59522 0.02326
*
```

(2)
Formula: C3H8O3Si
Source: the Open Molecules 2025 dataset
Level of theory: the ωB97M-V functional and the def2-TZVPD basis

## Properties
* LUMO: -0.3 eV
* electronic energy: -634.37341 Eh
* structure (SMILES): O=[Si](O)O.C=CC
* F_max: 5.6 eV Å⁻¹
* relative energy (zero: lowest compared OMol25 entry of this formula, charge and spin): 1.904 eV

Geometry as ORCA input:
```
! wB97M-V def2-TZVPD RIJCOSX def2/J DEFGRID3
* xyz 0 1
C 0.23643 -0.80147 0.70625
C 0.29935 0.72516 0.37921
C 1.08938 1.53696 1.18539
O -2.61544 -1.84812 -2.64081
O -2.57600 0.59827 -1.37802
O -1.47348 -0.04902 -3.91375
Si -2.28467 -0.28396 -2.56250
H -0.81812 -0.96215 1.03438
H 1.06315 -0.88778 1.48410
H -0.40347 1.17464 -0.31489
H 1.80858 1.18188 1.82703
H 1.08269 2.65422 0.97308
H -3.43527 -2.10205 -2.17621
H 0.57000 -1.51868 -0.06460
H -1.63423 -0.61516 -4.63958
*
```

The lowest F_max belongs to which entry? C3H4O5Ru

Which of these has the lowest electronic energy? C3H8O3Si